# 1
Entry from the OMol25 dataset: C6H12O in the gas phase (ωB97M-V/def2-TZVPD).

```
19
Properties=species:S:1:pos:R:3
O 2.63650 -1.41904 1.15325
C 0.77700 0.99726 -1.55911
C 0.85264 -0.99188 -0.41345
C -2.13132 -0.19858 0.79831
C 1.41296 -0.77336 0.91396
C -1.08749 0.71130 0.15022
C -0.17470 -0.01302 -0.85205
H 1.22821 1.67340 -0.82527
H -1.66848 -0.99216 1.39660
H 0.58124 -1.24556 1.49948
H 2.73315 -2.03882 0.41471
H 0.20322 1.59036 -2.27654
H -2.78770 0.37289 1.46298
H -0.79925 -0.46551 -1.63451
H -0.48518 1.20230 0.92603
H -2.75936 -0.68022 0.04002
H 1.58234 0.49271 -2.10354
H 1.48951 0.25781 1.29392
H -1.60327 1.52012 -0.38502
```

## Properties
- highest occupied orbital energy (eV) = -8.5
- relative energy (zero: lowest compared OMol25 entry of this formula, charge and spin) (kJ/mol) = 366.8
- HOMO-LUMO gap (eV) = 8.750
- F_max (eV Å⁻¹) = 0.4

# 2
Entry from the OMol25 dataset: C6H12O in the gas phase (ωB97M-V/def2-TZVPD).

```
19
Properties=species:S:1:pos:R:3
O 1.17286 -1.53959 -0.10299
C -1.81726 -0.99997 -0.69716
C 1.73799 -0.36396 0.47151
C 0.29909 -0.64255 0.57015
C -0.79586 0.03624 -0.22254
C -1.45338 1.10487 0.65294
C 2.38098 0.60666 -0.48487
H -2.60748 -0.52689 -1.29119
H -1.88752 0.64902 1.55242
H 2.32650 -0.55884 1.37218
H 2.48540 1.60021 -0.03468
H -2.26306 1.61197 0.11738
H -0.05436 -1.03217 1.53185
H -0.72992 1.86184 0.97660
H -2.29465 -1.49475 0.15866
H -1.33706 -1.76958 -1.30935
H 3.38361 0.24910 -0.74489
H -0.35373 0.51581 -1.10480
H 1.80785 0.69255 -1.41124
```

## Properties
- highest occupied orbital energy (eV) = -10.0
- relative energy (zero: lowest compared OMol25 entry of this formula, charge and spin) (kJ/mol) = 106.0
- structure (SMILES) = CC(C)[C@H]1O[C@H]1C
- HOMO-LUMO gap (eV) = 11.138
- F_max (eV Å⁻¹) = 0.3

# 3
Entry from the OMol25 dataset: C6H12O in the gas phase in a non-equilibrium geometry (ωB97M-V/def2-TZVPD).

```
19
Properties=species:S:1:pos:R:3
O -0.05173 -0.03449 2.44398
C -0.64541 0.99925 -0.64482
C -0.20216 -1.16598 1.57305
C -1.72480 1.28387 -1.71448
C 0.97814 -1.31569 0.63792
C 1.57334 -0.06697 -0.11261
C 0.57165 0.58925 -1.00954
H -2.47334 0.49193 -1.74780
H -1.18461 -1.09818 1.08482
H 0.69567 -2.02143 -0.17190
H 0.10003 0.74628 1.89593
H -1.12331 1.37482 -2.61498
H 0.93623 0.93763 -1.97724
H 2.37051 -0.55113 -0.66737
H -0.98666 1.15288 0.37205
H 1.78865 -1.88073 1.11864
H -0.32855 -2.02530 2.23327
H 2.03308 0.42753 0.76225
H -2.32673 2.15647 -1.46120
```

## Properties
- highest occupied orbital energy (eV) = -9.2
- relative energy (zero: lowest compared OMol25 entry of this formula, charge and spin) (kJ/mol) = 187.8
- structure (SMILES) = C/C=C/CCCO
- HOMO-LUMO gap (eV) = 10.236
- F_max (eV Å⁻¹) = 2.6

# 4
Entry from the OMol25 dataset: a 3-piece molecular cluster, C6H12O overall (ωB97M-V/def2-TZVPD).

```
19
Properties=species:S:1:pos:R:3
O 1.53294 0.53034 0.45694
C 0.22645 2.38910 -0.65979
C -0.19998 -2.26046 -0.82654
C -1.15687 -1.28321 -0.20917
C 0.50640 1.54933 -1.61828
C -1.35007 -1.12688 1.09991
C 1.45208 1.57532 -0.47696
H -2.05148 -0.39431 1.49052
H 0.65441 0.12251 0.52622
H 0.22582 1.10210 -2.56245
H 0.49409 1.22851 2.53388
H 0.55866 -1.73712 -1.42157
H 0.04645 1.34703 3.11837
H 0.31742 -2.84807 -0.06191
H 2.44705 2.01209 -0.56791
H -0.44691 3.12939 -0.25049
H -1.71686 -0.65305 -0.90192
H -0.72503 -2.95008 -1.49808
H -0.81456 -1.73255 1.82922
```

## Properties
- highest occupied orbital energy (eV) = -9.4
- relative energy (zero: lowest compared OMol25 entry of this formula, charge and spin) (kJ/mol) = 441.6
- structure (SMILES) = OC1C=C1.[H][H].C=CC
- HOMO-LUMO gap (eV) = 10.536
- F_max (eV Å⁻¹) = 0.4

# 5
Entry from the OMol25 dataset: a 2-piece molecular cluster, C6H12O overall in a non-equilibrium geometry (ωB97M-V/def2-TZVPD).

```
19
Properties=species:S:1:pos:R:3
O -0.38345 -1.95569 -1.14364
C -2.27880 0.16311 -0.52318
C -0.25405 1.21295 0.63181
C 0.80745 0.34296 0.74534
C 3.18229 -0.33679 0.16504
C 1.97774 0.23608 -0.14013
C -1.74861 0.90753 0.80002
H -2.24467 -0.92413 -0.33409
H 0.01351 -1.61300 -0.36054
H 4.15332 0.09247 -0.17922
H -0.19799 2.00958 -0.08195
H 0.20587 -2.40117 -1.75531
H -2.19772 1.83467 1.04274
H -1.84756 0.32850 1.70380
H 1.68326 0.79921 -1.05667
H -3.34304 0.52979 -0.70148
H 0.85738 -0.38776 1.64845
H -1.56850 0.31068 -1.37915
H 3.18357 -1.14898 0.91816
```

## Properties
- highest occupied orbital energy (eV) = -8.3
- relative energy (zero: lowest compared OMol25 entry of this formula, charge and spin) (kJ/mol) = 318.0
- structure (SMILES) = C=C/C=C/CC.O
- HOMO-LUMO gap (eV) = 8.570
- F_max (eV Å⁻¹) = 2.7

# 6
Entry from the OMol25 dataset: C6H12O as an isolated structure (ωB97M-V/def2-TZVPD).

```
19
Properties=species:S:1:pos:R:3
O -0.89281 0.28364 0.80021
C -0.78539 -0.93854 1.54558
C 1.02712 -1.08286 -0.14165
C -0.72698 0.14519 -0.51694
C 0.25399 2.47258 -0.69445
C 0.18351 -1.89879 0.82110
C -0.33298 1.23985 -1.32206
H -0.39827 -2.64462 0.26360
H 0.53386 0.15986 -1.06108
H 1.46438 -1.69599 -0.93525
H -1.78768 -1.36755 1.67556
H -1.22546 -0.69544 -1.00464
H -0.41179 -0.63146 2.52606
H 0.96075 2.20863 0.10502
H -0.70410 1.24164 -2.34003
H 1.80725 -0.51404 0.38121
H -0.51202 3.11558 -0.24413
H 0.74842 -2.46272 1.57876
H 0.79820 3.06504 -1.43688
```

## Properties
- highest occupied orbital energy (eV) = -6.6
- relative energy (zero: lowest compared OMol25 entry of this formula, charge and spin) (kJ/mol) = 502.3
- HOMO-LUMO gap (eV) = 7.634
- F_max (eV Å⁻¹) = 0.4